Entry 1:
{
  "formula": "C19H28Cl30IP",
  "method": "wB97M-V/def2-TZVPD",
  "symbols": ["C", "C", "P", "C", "C", "C", "I", "C", "C", "C", "C", "H", "H", "H", "H", "H", "H", "H", "H", "H", "H", "H", "H", "H", "H", "H", "H", "H", "H", "Cl", "C", "Cl", "Cl", "H", "Cl", "C", "Cl", "Cl", "H", "Cl", "C", "Cl", "Cl", "H", "Cl", "C", "Cl", "Cl", "H", "Cl", "C", "Cl", "Cl", "H", "Cl", "C", "Cl", "Cl", "H", "Cl", "C", "Cl", "Cl", "H", "Cl", "C", "Cl", "Cl", "H", "Cl", "C", "Cl", "Cl", "H", "Cl", "C", "Cl", "Cl", "H"],
  "xyz": [[-2.474, -1.954, 0.861], [-3.221, -0.732, 0.468], [-2.394, 0.893, -0.225], [-2.030, 1.913, 1.346], [-0.458, 2.066, 1.754], [-0.227, 3.319, 2.837], [-0.811, 2.784, 4.877], [-0.791, 0.453, -1.206], [-0.238, 1.841, -1.869], [0.294, -0.442, -0.386], [1.822, 0.141, -0.333], [-1.588, -1.939, 1.627], [-2.787, -3.014, 0.409], [-4.404, -0.645, 0.595], [-2.578, 1.399, 2.255], [-2.507, 2.979, 1.215], [0.283, 2.267, 0.871], [-0.051, 1.093, 2.313], [0.937, 3.570, 2.833], [-0.801, 4.305, 2.492], [-1.168, -0.223, -2.115], [-0.328, 2.791, -1.151], [-0.979, 2.091, -2.772], [0.828, 1.773, -2.362], [0.254, -1.558, -0.808], [-0.069, -0.541, 0.746], [2.508, -0.765, 0.035], [2.232, 0.396, -1.423], [2.004, 1.002, 0.444], [-3.579, -5.577, 0.208], [-3.616, -5.630, -1.562], [-5.086, -4.856, -2.177], [-2.174, -4.852, -2.238], [-3.621, -6.677, -1.876], [-3.262, -3.914, -7.076], [-2.000, -4.174, -5.860], [-1.304, -5.796, -6.023], [-0.738, -2.939, -5.998], [-2.455, -4.093, -4.869], [2.661, 4.498, -0.449], [3.568, 4.716, 1.058], [2.563, 5.516, 2.278], [4.156, 3.157, 1.661], [4.431, 5.353, 0.851], [0.693, -7.320, -9.010], [0.012, -6.032, -10.018], [-1.084, -5.013, -9.069], [1.304, -5.056, -10.737], [-0.561, -6.494, -10.826], [6.391, 6.633, 2.103], [6.784, 6.043, 3.727], [5.384, 5.231, 4.449], [8.177, 4.950, 3.673], [7.044, 6.901, 4.352], [-0.993, -5.909, 2.368], [-0.632, -7.598, 2.765], [-0.513, -7.812, 4.520], [-1.867, -8.674, 2.090], [0.332, -7.858, 2.320], [-3.486, -9.185, -6.219], [-3.032, -9.358, -4.515], [-1.294, -9.085, -4.303], [-3.965, -8.241, -3.505], [-3.261, -10.380, -4.200], [-3.216, 6.641, 1.684], [-4.591, 5.732, 2.334], [-4.615, 4.086, 1.677], [-4.532, 5.694, 4.104], [-5.512, 6.236, 2.030], [2.386, 9.197, 2.203], [3.293, 9.415, 3.710], [2.288, 10.215, 4.931], [3.881, 7.856, 4.313], [4.156, 10.052, 3.503], [3.866, 2.865, 7.041], [4.042, 1.899, 5.566], [5.600, 1.055, 5.558], [2.708, 0.744, 5.416], [4.012, 2.574, 4.707]],
  "mulliken_charge": [0.050, -0.458, -0.037, -0.112, 0.137, -0.440, -0.034, 0.078, -0.989, 0.150, -0.997, 0.260, -0.173, 0.307, 0.431, -0.174, -0.356, 0.222, 0.024, 0.306, 0.349, 0.171, 0.360, 0.210, 0.254, -0.233, 0.342, 0.255, 0.127, -0.122, 0.401, -0.128, -0.103, -0.043, -0.128, 0.176, -0.002, -0.106, 0.077, -0.108, 0.125, -0.039, -0.090, 0.124, -0.128, -0.010, -0.055, -0.130, 0.306, -0.107, -0.059, -0.062, -0.123, 0.361, -0.053, 0.003, -0.124, -0.116, 0.295, -0.099, -0.043, -0.112, -0.138, 0.364, -0.119, -0.052, -0.078, -0.109, 0.352, -0.116, -0.015, -0.124, -0.029, 0.282, -0.131, 0.583, -0.130, -0.102, -0.243],
  "spin_multiplicity": 1,
  "lumo_energy_ev": 0.2,
  "total_charge": 0,
  "e_homo_ev": -7.9,
  "total_energy_ha": -15185.25858
}

---

Entry 2:
{
  "formula": "C19H28F4GaINO13",
  "method": "wB97M-V/def2-TZVPD",
  "symbols": ["C", "C", "C", "C", "Ga", "I", "N", "C", "C", "C", "O", "H", "H", "H", "H", "H", "H", "H", "H", "H", "H", "H", "H", "H", "H", "H", "H", "C", "C", "O", "C", "O", "O", "F", "H", "H", "H", "C", "C", "O", "C", "O", "O", "F", "H", "H", "H", "C", "C", "O", "C", "O", "O", "F", "H", "H", "H", "C", "C", "O", "C", "O", "O", "F", "H", "H", "H"],
  "xyz": [[4.066, 2.212, 2.065], [3.196, 0.956, 1.884], [2.289, 0.979, 0.647], [1.546, -0.368, 0.508], [0.950, 2.505, 0.820], [1.025, 3.736, -1.505], [-0.756, 1.710, 1.347], [-1.020, 1.788, 2.781], [-1.895, 1.843, 0.581], [-2.924, 0.733, 0.716], [-2.108, 2.771, -0.172], [3.909, 2.684, 3.037], [3.823, 2.963, 1.311], [5.128, 1.975, 1.975], [2.573, 0.790, 2.770], [3.861, 0.082, 1.818], [2.921, 1.123, -0.235], [1.969, -0.973, -0.302], [1.617, -0.962, 1.425], [0.485, -0.247, 0.292], [1.393, 3.533, 1.963], [-1.570, 0.907, 3.144], [-1.569, 2.694, 3.062], [-0.067, 1.794, 3.313], [-2.475, -0.172, 1.121], [-3.387, 0.556, -0.252], [-3.687, 1.055, 1.429], [0.431, -2.570, -4.115], [1.220, -3.730, -3.537], [1.189, -3.447, -2.149], [0.055, -2.743, -1.890], [-0.411, -2.573, -0.815], [-0.477, -2.281, -3.048], [2.504, -3.752, -3.966], [1.078, -1.711, -4.302], [-0.127, -2.823, -5.012], [0.754, -4.702, -3.677], [-5.448, 2.556, 5.896], [-4.805, 3.306, 4.744], [-4.128, 2.277, 4.058], [-4.767, 1.101, 4.305], [-4.592, 0.095, 3.713], [-5.642, 1.259, 5.335], [-3.918, 4.234, 5.167], [-4.756, 2.495, 6.737], [-6.397, 2.973, 6.220], [-5.511, 3.783, 4.061], [-1.714, -5.148, 0.323], [-2.728, -6.111, -0.269], [-2.280, -6.240, -1.608], [-0.946, -5.977, -1.627], [-0.222, -6.171, -2.549], [-0.555, -5.441, -0.461], [-3.989, -5.624, -0.267], [-2.010, -4.111, 0.156], [-1.507, -5.311, 1.375], [-2.740, -7.100, 0.194], [3.854, 2.837, -3.980], [4.629, 3.561, -5.061], [5.195, 2.499, -5.806], [4.394, 1.405, -5.649], [4.460, 0.429, -6.322], [3.525, 1.606, -4.646], [5.627, 4.339, -4.573], [4.492, 2.627, -3.121], [2.955, 3.348, -3.650], [4.016, 4.170, -5.728]],
  "mulliken_charge": [-1.163, -0.551, 0.515, -1.329, 0.271, -0.442, 0.136, -1.092, 0.545, -0.886, -0.628, 0.254, 0.240, 0.330, 0.316, 0.387, 0.208, 0.265, 0.247, 0.266, -0.450, 0.293, 0.250, 0.438, 0.246, 0.356, 0.047, -0.405, 0.424, -0.280, 0.757, -0.569, -0.339, -0.311, 0.235, 0.281, 0.228, -0.432, 0.295, -0.153, 0.575, -0.431, -0.373, -0.286, 0.281, 0.276, 0.277, -0.294, 0.299, -0.334, 0.729, -0.598, -0.276, -0.294, 0.206, 0.259, 0.290, -0.098, 0.364, -0.341, 0.645, -0.532, -0.241, -0.284, 0.258, -0.146, 0.270],
  "spin_multiplicity": 1,
  "lumo_energy_ev": 2.1,
  "total_charge": -1,
  "de_lowest_kcal_mol": 4.2,
  "e_homo_ev": -4.7,
  "total_energy_ha": -4395.76670
}

---

Entry 3:
{
  "formula": "C19H28F5O3PdTe",
  "method": "wB97M-V/def2-TZVPD",
  "symbols": ["O", "C", "C", "H", "H", "C", "H", "H", "C", "H", "H", "H", "C", "H", "H", "H", "Pd", "C", "C", "C", "H", "C", "C", "H", "H", "H", "H", "C", "C", "C", "H", "C", "C", "H", "H", "H", "H", "O", "C", "C", "H", "H", "C", "H", "H", "C", "H", "H", "H", "H", "F", "Te", "F", "F", "F", "F", "O"],
  "xyz": [[-0.957, 0.351, -0.651], [0.366, 0.413, -1.238], [0.075, 1.711, -2.012], [0.449, -0.445, -1.906], [1.145, 0.366, -0.456], [-1.329, 1.624, -1.237], [-0.038, 1.660, -3.110], [0.696, 2.577, -1.745], [-2.603, 1.217, -2.006], [-2.341, 0.418, -2.729], [-3.088, 2.067, -2.514], [-3.306, 0.829, -1.253], [-1.406, 2.730, -0.196], [-0.410, 2.926, 0.211], [-2.015, 2.472, 0.662], [-1.809, 3.671, -0.597], [0.163, 0.025, 2.356], [0.774, 1.834, 3.859], [1.806, 0.857, 3.820], [2.291, 0.774, 2.470], [2.176, 0.294, 4.664], [1.564, 1.745, 1.686], [0.629, 2.392, 2.556], [-0.026, 3.210, 2.274], [0.229, 2.133, 4.749], [3.088, 0.148, 2.098], [1.771, 1.983, 0.651], [-1.458, -0.226, 3.963], [-1.952, 0.947, 3.301], [-2.404, 0.575, 2.010], [-2.018, 1.932, 3.750], [-1.962, -0.753, 1.759], [-1.506, -1.302, 3.016], [-1.329, -2.349, 3.214], [-1.166, -0.300, 5.006], [-3.075, 1.146, 1.364], [-2.064, -1.308, 0.835], [0.019, -1.122, -3.397], [-0.129, -0.282, -4.598], [0.425, -1.021, -5.814], [0.447, 0.668, -4.575], [-1.191, -0.043, -4.675], [1.323, -2.107, -5.193], [0.986, -0.336, -6.459], [-0.411, -1.384, -6.419], [1.103, -2.043, -3.672], [2.380, -1.953, -5.435], [1.049, -3.075, -5.599], [1.996, -1.613, -3.207], [0.923, -3.043, -3.245], [2.448, -4.290, 2.167], [1.724, -2.965, 3.309], [1.028, -1.770, 4.648], [3.385, -2.050, 3.485], [0.076, -3.924, 3.414], [2.299, -4.061, 4.779], [1.162, -1.930, 1.862]],
  "lowdin_spin": [0.039, 0.005, 0.002, 0.000, 0.003, 0.002, 0.000, 0.000, 0.001, 0.000, 0.000, 0.000, 0.008, 0.000, 0.003, 0.000, 1.236, 0.281, 0.231, 0.188, 0.006, 0.222, 0.225, 0.005, 0.008, 0.005, 0.008, 0.245, 0.279, 0.334, 0.006, 0.253, 0.193, 0.004, 0.006, 0.008, 0.008, 0.000, 0.000, 0.000, 0.000, 0.000, 0.000, 0.000, 0.000, 0.000, 0.000, 0.000, 0.000, 0.000, 0.010, 0.003, 0.001, 0.000, 0.000, 0.000, 0.171],
  "spin_multiplicity": 5,
  "lumo_energy_ev": [-3.8, -7.0],
  "total_charge": 1,
  "de_lowest_kcal_mol": 21.2,
  "e_homo_ev": [-11.8, -11.8],
  "s2": 6.018,
  "total_energy_ha": -1861.21555
}

---

Entry 4:
{
  "formula": "C19H28MoNPTe",
  "method": "wB97M-V/def2-TZVPD",
  "symbols": ["C", "C", "C", "C", "C", "C", "C", "C", "N", "Mo", "C", "P", "H", "H", "H", "H", "H", "H", "H", "H", "C", "C", "H", "C", "C", "H", "H", "H", "H", "H", "H", "H", "H", "H", "H", "H", "H", "H", "H", "Te", "C", "C", "C", "C", "C", "C", "H", "H", "H", "H", "H"],
  "xyz": [[-2.787, 0.283, -3.892], [-2.597, -0.966, -3.272], [-1.780, -1.070, -2.134], [-1.204, 0.102, -1.645], [-1.462, 1.382, -2.183], [-2.272, 1.440, -3.319], [-1.672, -2.408, -1.453], [-0.231, -2.941, -1.213], [0.776, -1.866, -0.950], [-0.072, -0.056, 0.175], [-0.809, 2.560, -1.521], [0.742, 1.909, -0.784], [-3.046, -1.864, -3.646], [-2.479, 2.423, -3.766], [-3.364, 0.319, -4.803], [-1.368, 2.995, -0.679], [-0.511, 3.358, -2.205], [-2.216, -2.414, -0.497], [-2.148, -3.154, -2.094], [-0.184, -3.692, -0.396], [1.467, 3.311, 0.116], [1.705, 2.056, -2.334], [0.101, -3.482, -2.131], [1.387, -1.441, -2.237], [1.910, -2.376, -0.140], [-0.171, 1.155, 1.278], [1.848, -2.335, -2.694], [0.636, -1.019, -2.917], [2.155, -0.678, -2.034], [2.468, -3.135, -0.731], [2.574, -1.537, 0.096], [1.560, -2.844, 0.781], [1.700, 3.114, -2.640], [2.733, 1.736, -2.122], [1.275, 1.455, -3.144], [1.590, 4.170, -0.570], [0.829, 3.579, 0.972], [2.454, 2.974, 0.485], [1.133, 0.512, 1.256], [-1.102, -1.583, 2.032], [-0.408, -0.777, 3.884], [-1.308, 0.128, 4.458], [-0.886, 0.830, 5.602], [0.371, 0.580, 6.134], [1.248, -0.342, 5.562], [0.843, -1.057, 4.417], [-2.274, 0.270, 3.952], [-1.559, 1.570, 6.038], [0.691, 1.136, 7.037], [2.240, -0.506, 5.976], [1.474, -1.808, 3.895]],
  "lowdin_spin": [-0.002, -0.004, -0.006, -0.046, -0.006, -0.001, 0.001, 0.013, 0.016, 1.061, 0.004, 0.029, -0.001, 0.000, 0.000, 0.000, 0.000, 0.001, 0.000, 0.006, -0.004, 0.024, 0.000, 0.014, 0.012, -0.009, 0.003, 0.000, 0.003, -0.001, 0.000, 0.014, 0.002, 0.000, 0.000, -0.001, 0.000, 0.000, -0.043, 0.776, 0.066, 0.036, 0.004, 0.011, 0.002, 0.010, 0.010, 0.000, 0.001, 0.000, 0.003],
  "spin_multiplicity": 3,
  "lumo_energy_ev": [-8.6, -9.9],
  "total_charge": 2,
  "e_homo_ev": [-14.9, -14.9],
  "s2": 2.035,
  "total_energy_ha": -1472.36002
}